104
Properties=species:S:1:pos:R:3 method="wB97M-V/def2-TZVPD" e_tot_ev=-101206.2915 lumo_energy_ha=-0.2462 fmax_ev_per_a=0.67 total_charge=+2 e_homo_ev=-12.64 de_lowest_kj_mol=25.74
Ti 0.003 0.134 0.687
C -2.357 -0.532 4.553
C -1.904 -0.283 3.155
N -0.662 -0.104 2.847
N 0.182 -0.166 3.942
C 1.316 0.412 3.697
N 2.253 0.492 4.653
S 1.730 1.064 2.136
C -2.849 -0.164 2.035
C -4.220 -0.301 2.216
C -5.079 -0.087 1.147
C -4.524 0.250 -0.067
C -3.143 0.327 -0.182
N -2.292 0.128 0.830
H -1.786 0.088 5.240
H -2.141 -1.567 4.826
H -3.413 -0.346 4.694
H 2.028 0.172 5.581
H 3.119 0.974 4.498
H -4.620 -0.564 3.180
H -6.148 -0.179 1.275
H -5.132 0.439 -0.940
H -2.722 0.562 -1.143
C 2.104 3.238 -0.805
C 0.993 3.756 0.097
C 0.643 5.197 -0.286
P -0.441 2.602 0.090
C -1.782 3.329 1.132
C -2.662 4.406 0.499
C -1.181 3.787 2.462
C -0.961 2.327 -1.603
C -1.551 3.327 -2.382
C -2.116 3.043 -3.608
C -2.144 1.723 -4.034
C -1.556 0.717 -3.287
C -0.888 1.006 -2.087
N -0.298 -0.006 -1.283
C 0.150 -1.203 -1.928
C 0.567 -1.222 -3.268
C 1.061 -2.375 -3.839
C 1.202 -3.544 -3.096
C 0.819 -3.540 -1.773
C 0.273 -2.389 -1.186
P -0.415 -2.408 0.464
C -2.084 -3.182 0.291
C -2.061 -4.710 0.431
C -2.676 -2.847 -1.083
C 0.570 -3.499 1.565
C 2.043 -3.130 1.640
C -0.044 -3.535 2.968
H 2.967 3.899 -0.737
H 1.785 3.211 -1.848
H 2.438 2.242 -0.519
H 1.341 3.736 1.138
H 0.248 5.261 -1.298
H 1.554 5.794 -0.265
H -0.065 5.660 0.396
H -2.433 2.474 1.344
H -2.103 5.288 0.192
H -3.398 4.729 1.235
H -3.208 4.028 -0.365
H -0.595 4.698 2.351
H -0.541 3.026 2.915
H -1.990 4.008 3.158
H -1.593 4.339 -2.007
H -2.570 3.823 -4.199
H -2.645 1.464 -4.956
H -1.646 -0.299 -3.629
H 0.575 -0.316 -3.850
H 1.379 -2.355 -4.871
H 1.607 -4.437 -3.548
H 0.920 -4.443 -1.184
H -2.702 -2.748 1.085
H -1.410 -5.151 -0.324
H -3.063 -5.095 0.249
H -1.746 -5.066 1.409
H -2.210 -3.470 -1.846
H -2.532 -1.813 -1.387
H -3.743 -3.063 -1.080
H 0.490 -4.497 1.113
H 2.539 -3.195 0.670
H 2.188 -2.128 2.061
H 2.552 -3.827 2.308
H 0.133 -2.594 3.491
H 0.429 -4.328 3.547
H -1.115 -3.732 2.963
C 4.938 0.721 -1.183
C 4.114 -0.394 -1.822
C 4.557 -1.759 -1.304
C 4.252 -0.335 -3.340
N 2.661 -0.253 -1.571
N 2.294 -0.248 -0.202
H 5.996 0.571 -1.393
H 4.851 0.753 -0.095
H 4.662 1.698 -1.583
H 5.566 -1.979 -1.644
H 3.891 -2.539 -1.674
H 4.581 -1.799 -0.213
H 5.299 -0.384 -3.631
H 3.851 0.600 -3.732
H 3.721 -1.160 -3.807
H 2.328 0.622 -1.965
H 2.937 0.333 0.341
H 2.457 -1.188 0.156